# C3H7NO2

A single C3H7NO2 molecule in a non-equilibrium geometry (ωB97M-V/def2-TZVPD, the OMol25 dataset).

Calculated values
- HOMO (eV) = -9.704
- multiplicity = 1
- structure (SMILES) = NC(=O)CCO

Geometry as XYZ:
```
13
C3H7NO2 ωB97M-V/def2-TZVPD
N -1.648 -0.949 -0.320
C -0.546 -0.278 -0.655
O 0.098 -0.627 -1.667
C -0.137 0.938 0.164
C 1.246 0.492 0.707
O 1.385 -0.855 0.307
H -2.183 -0.733 0.500
H -1.811 -1.811 -0.818
H -0.862 1.173 0.955
H -0.101 1.785 -0.530
H 2.069 1.104 0.312
H 1.275 0.603 1.805
H 1.214 -0.842 -0.761
```

=====

# C6H13NO2

2 unconnected molecules or ions with the total composition C6H13NO2 in a non-equilibrium geometry (ωB97M-V/def2-TZVPD, the OMol25 dataset).

Calculated values
- HOMO (eV) = -9.737
- multiplicity = 1
- structure (SMILES) = CC(=O)C(C)C.NC=O

Geometry as XYZ:
```
22
C6H13NO2 ωB97M-V/def2-TZVPD
C -1.226 -1.270 1.265
C -0.625 -0.070 0.578
O -0.286 0.922 1.204
C -0.710 -0.066 -0.940
C -2.107 0.426 -1.341
C 0.364 0.837 -1.543
H -1.140 -1.170 2.345
H -0.719 -2.181 0.939
H -2.279 -1.359 0.999
H -0.581 -1.091 -1.302
H -2.188 0.463 -2.425
H -2.886 -0.234 -0.966
H -2.279 1.425 -0.947
H 1.358 0.449 -1.330
H 0.244 0.898 -2.622
H 0.285 1.838 -1.124
N 2.446 0.663 1.481
C 2.533 -0.589 1.030
O 3.515 -1.179 0.659
H 3.288 1.202 1.592
H 1.505 1.087 1.569
H 1.488 -1.002 0.879
```

=====

# C21H26N4OS3Sc

A molecular structure, C21H26N4OS3Sc (ωB97M-V/def2-TZVPD, the OMol25 dataset).

Calculated values
- HOMO (eV) = -11.142
- multiplicity = 1
- total charge = +1

Geometry as XYZ:
```
56
C21H26N4OS3Sc ωB97M-V/def2-TZVPD
Sc 1.052 -0.036 1.301
C 4.323 -1.935 2.420
C 3.222 -1.993 1.410
N 2.007 -1.986 1.867
N 1.025 -2.258 0.866
C -0.235 -2.154 1.283
S -0.771 -1.173 2.602
S -1.392 -3.037 0.313
C -2.728 -1.810 0.056
C -3.789 -2.450 -0.793
C -3.722 -2.372 -2.180
C -4.691 -2.982 -2.963
C -5.730 -3.679 -2.365
C -5.799 -3.766 -0.981
C -4.831 -3.155 -0.198
C 3.540 -1.930 -0.029
C 4.191 -2.928 -0.738
C 4.428 -2.763 -2.093
C 4.030 -1.588 -2.719
C 3.406 -0.574 -2.008
C 3.161 -0.734 -0.654
O 2.553 0.219 0.100
H 4.332 -2.864 2.994
H 4.148 -1.129 3.134
H 5.288 -1.794 1.941
H -2.289 -0.952 -0.450
H -3.120 -1.508 1.023
H -2.906 -1.832 -2.647
H -4.634 -2.913 -4.042
H -6.486 -4.155 -2.975
H -6.608 -4.309 -0.511
H -4.882 -3.225 0.882
H 4.486 -3.842 -0.237
H 4.916 -3.544 -2.657
H 4.214 -1.455 -3.777
H 3.113 0.349 -2.491
C -1.577 2.681 2.514
N -0.631 3.490 1.746
C 0.015 4.561 2.508
C -0.225 3.124 0.523
S -0.526 1.524 -0.069
N 0.370 4.022 -0.270
C 1.129 3.602 -1.449
C -0.029 5.433 -0.296
H -2.027 3.322 3.269
H -1.086 1.845 3.017
H -2.354 2.284 1.868
H 0.284 4.167 3.488
H -0.652 5.411 2.654
H 0.920 4.893 2.009
H 1.658 2.675 -1.249
H 1.849 4.386 -1.674
H 0.471 3.462 -2.308
H -0.840 5.619 0.400
H -0.384 5.662 -1.301
H 0.811 6.088 -0.066
```

=====

# C8H20ClIN2OPSTm

A molecular structure, C8H20ClIN2OPSTm in a non-equilibrium geometry (ωB97M-V/def2-TZVPD, the OMol25 dataset).

Calculated values
- HOMO (alpha / beta) (eV) = -15.547 / -15.547
- multiplicity = 3
- total charge = +2
- <S²> = 2.00

Geometry as XYZ:
```
36
C8H20ClIN2OPSTm ωB97M-V/def2-TZVPD
C 0.888 3.193 0.079
I -0.857 2.183 -1.885
H 1.027 2.146 0.383
H -0.027 3.570 0.552
H 1.748 3.753 0.475
Tm 0.046 -1.597 1.295
P 2.155 -0.947 -0.406
C 2.433 0.006 -1.926
C 3.699 -0.632 0.526
H 2.024 -3.404 -0.263
H 3.520 -2.831 -1.074
H 1.954 -2.794 -1.952
C 2.439 -2.672 -0.974
H 3.629 -1.104 1.517
H 4.551 -1.052 -0.027
H 3.387 -0.306 -2.380
H 2.462 1.085 -1.722
H 3.826 0.452 0.654
H 1.613 -0.184 -2.630
C 0.873 3.334 -1.394
O 1.601 3.888 -2.170
Cl 0.765 -3.613 2.458
C -4.259 0.950 0.832
N -2.787 1.041 0.803
C -1.966 0.142 1.340
S -0.642 0.599 2.334
N -2.175 -1.238 1.034
C -3.148 -1.684 -0.013
H -4.597 0.198 1.556
H -4.650 0.717 -0.166
H -4.642 1.934 1.122
H -2.418 1.996 0.834
H -2.369 -1.708 1.947
H -2.882 -2.713 -0.274
H -4.161 -1.673 0.402
H -3.057 -1.036 -0.888
```

=====

# C28H20F17N3OPS2

A gas-phase ion, C28H20F17N3OPS2 (charge +1) in a non-equilibrium geometry (ωB97M-V/def2-TZVPD, the OMol25 dataset).

Calculated values
- HOMO (eV) = -11.063
- multiplicity = 1
- total charge = +1
- structure (SMILES) = CCSCC1=CN(N=C=O)/C(=C2/C=CC=[N+]=C2)c2cc(CCC(F)(F)C(F)(F)C(F)(F)C(F)(F)C(F)(F)C(F)(F)C(F)(F)C(F)(F)F)c([PH2]=S)cc21

Geometry as XYZ:
```
72
C28H20F17N3OPS2 ωB97M-V/def2-TZVPD
C -1.639 5.827 -1.494
C -0.611 4.899 -2.185
S -0.865 3.110 -1.910
C -2.589 2.825 -1.349
C -2.506 1.931 -0.124
C -2.710 2.462 1.117
N -2.666 1.682 2.232
N -2.890 2.281 3.491
C -1.853 2.798 3.960
O -0.891 3.340 4.368
C -2.396 0.381 2.224
C -2.364 -0.422 3.491
C -1.133 -0.712 4.115
C -1.276 -1.476 5.281
C -2.546 -1.830 5.727
N -3.737 -1.575 5.171
C -3.551 -0.882 4.046
C -2.129 -0.262 0.991
C -1.793 -1.638 0.925
C -1.546 -2.262 -0.258
C -1.175 -3.730 -0.372
C 0.160 -4.064 0.372
C 1.391 -3.661 -0.483
F 1.882 -4.834 -0.994
F 1.014 -2.927 -1.562
C 2.570 -3.041 0.323
F 2.719 -3.844 1.417
F 3.696 -3.200 -0.385
C 2.359 -1.608 0.879
F 3.394 -1.361 1.712
F 1.254 -1.529 1.668
C 2.273 -0.411 -0.122
F 1.043 -0.312 -0.655
F 2.395 0.711 0.653
C 3.397 -0.290 -1.193
F 4.606 -0.552 -0.673
F 3.080 -1.114 -2.213
C 3.512 1.166 -1.790
F 4.253 1.941 -0.972
F 2.308 1.770 -1.886
C 4.174 1.228 -3.208
F 4.363 2.550 -3.457
F 3.356 0.807 -4.181
C 5.583 0.570 -3.349
F 6.115 1.062 -4.484
F 5.547 -0.755 -3.488
F 6.421 0.885 -2.365
C -1.671 -1.452 -1.466
P -1.430 -2.098 -3.198
S -0.459 -0.766 -4.252
C -1.980 -0.128 -1.416
C -2.210 0.535 -0.182
H -1.649 5.717 -0.400
H -2.628 5.720 -1.962
H -1.313 6.865 -1.690
H -0.565 5.166 -3.250
H 0.375 5.139 -1.752
H -3.124 3.734 -1.040
H -3.142 2.346 -2.172
H -2.910 3.529 1.205
H -0.151 -0.397 3.759
H -0.396 -1.793 5.842
H -2.592 -2.400 6.665
H -4.471 -0.648 3.488
H -1.740 -2.192 1.867
H -1.946 -4.325 0.152
H -1.131 -4.116 -1.393
H 0.185 -3.672 1.396
H 0.161 -5.162 0.470
H -2.721 -2.202 -3.782
H -0.742 -3.327 -3.201
H -2.053 0.433 -2.353
```

=====

Repeat the second record exactly.
# C6H13NO2

2 unconnected molecules or ions with the total composition C6H13NO2 in a non-equilibrium geometry (ωB97M-V/def2-TZVPD, the OMol25 dataset).

Calculated values
- HOMO (eV) = -9.737
- multiplicity = 1
- structure (SMILES) = CC(=O)C(C)C.NC=O

Geometry as XYZ:
```
22
C6H13NO2 ωB97M-V/def2-TZVPD
C -1.226 -1.270 1.265
C -0.625 -0.070 0.578
O -0.286 0.922 1.204
C -0.710 -0.066 -0.940
C -2.107 0.426 -1.341
C 0.364 0.837 -1.543
H -1.140 -1.170 2.345
H -0.719 -2.181 0.939
H -2.279 -1.359 0.999
H -0.581 -1.091 -1.302
H -2.188 0.463 -2.425
H -2.886 -0.234 -0.966
H -2.279 1.425 -0.947
H 1.358 0.449 -1.330
H 0.244 0.898 -2.622
H 0.285 1.838 -1.124
N 2.446 0.663 1.481
C 2.533 -0.589 1.030
O 3.515 -1.179 0.659
H 3.288 1.202 1.592
H 1.505 1.087 1.569
H 1.488 -1.002 0.879
```

=====

Copy entry 1 word for word.
# C3H7NO2

A single C3H7NO2 molecule in a non-equilibrium geometry (ωB97M-V/def2-TZVPD, the OMol25 dataset).

Calculated values
- HOMO (eV) = -9.704
- multiplicity = 1
- structure (SMILES) = NC(=O)CCO

Geometry as XYZ:
```
13
C3H7NO2 ωB97M-V/def2-TZVPD
N -1.648 -0.949 -0.320
C -0.546 -0.278 -0.655
O 0.098 -0.627 -1.667
C -0.137 0.938 0.164
C 1.246 0.492 0.707
O 1.385 -0.855 0.307
H -2.183 -0.733 0.500
H -1.811 -1.811 -0.818
H -0.862 1.173 0.955
H -0.101 1.785 -0.530
H 2.069 1.104 0.312
H 1.275 0.603 1.805
H 1.214 -0.842 -0.761
```

=====

> The highest multiplicity belongs to which entry?

C8H20ClIN2OPSTm